# 1
Entry from the Open Molecules 2025 dataset: a gas-phase ion, C6H17N2 (charge +1) (the ωB97M-V functional and the def2-TZVPD basis).

Last column: Löwdin charge in e.
CARTESIAN COORDINATES (ANGSTROEM)
C (-0.4286, 2.5500, 0.4286)  -0.0791
C (-1.1233, 1.1465, 0.5515)  -0.4203
C (-1.1543, 0.7273, 2.0111)  -0.1146
N (-0.6234, -0.1405, -0.1981)  -0.1702
C (-1.0838, 0.0965, -1.5712)  -0.1279
C (0.8604, -0.2822, -0.1036)  -0.1998
C (1.6181, -1.3942, -0.9202)  -0.1443
N (1.4688, -2.7448, -0.3424)  0.1548
H (-0.2620, 3.1941, 1.4058)  0.1026
H (0.7688, 2.4769, 0.2431)  0.0966
H (-1.0456, 3.0789, -0.4161)  0.1011
H (-2.2555, 1.2388, 0.4078)  0.1451
H (-0.6147, 1.4984, 2.7731)  0.1203
H (-0.7989, -0.3068, 2.1399)  0.0521
H (-2.2458, 0.6945, 2.3745)  0.0964
H (-2.1550, 0.2220, -1.6394)  0.0801
H (-0.5095, 0.7176, -2.2524)  0.0887
H (-1.1347, -0.9514, -2.1327)  0.1085
H (1.0717, -0.5165, 0.9946)  0.1272
H (1.4770, 0.6991, -0.2757)  0.1317
H (1.1084, -1.4071, -1.8292)  0.0840
H (2.7592, -1.1109, -0.9133)  0.1809
H (1.5929, -3.4704, -1.1339)  0.2083
H (2.1829, -2.9980, 0.3903)  0.1931
H (0.5270, -3.0176, 0.0079)  0.1847

Properties
Spin multiplicity: 1
Kohn-Sham gap (eV): 8.9
SMILES: CC(C)N(C)CC[NH3+]
Charge: +1

# 2
Entry from the Open Molecules 2025 dataset: a molecular structure, C2H7CuO11P2S (the ωB97M-V functional and the def2-TZVPD basis).

Last column: Löwdin charge in e.
CARTESIAN COORDINATES (ANGSTROEM)
Cu (-1.1712, -2.1068, -0.2420)  0.3972
C (2.1180, 1.6336, -0.5023)  -0.0999
C (0.8779, 0.9614, -1.0729)  -0.5899
O (0.6249, 1.5592, -2.3628)  -0.0993
P (-0.6449, 1.3094, -0.0941)  0.3610
O (-0.4666, 2.8930, 0.3156)  -0.1698
O (-0.5796, 0.5607, 1.2149)  -0.2660
O (-1.8168, 1.2016, -1.0091)  -0.3232
P (1.2385, -0.8465, -1.3134)  0.3160
O (1.7240, -1.3192, 0.1543)  -0.1612
O (2.3686, -0.9913, -2.2605)  -0.3298
O (-0.0839, -1.5381, -1.6542)  -0.3737
H (1.9943, 2.7168, -0.5344)  0.0653
H (2.9872, 1.3414, -1.0944)  0.0710
H (2.2723, 1.3208, 0.5301)  0.0777
H (-0.2519, 1.2312, -2.6127)  0.0662
H (-0.8974, 3.3952, -0.3844)  0.0525
H (-1.5450, -0.2506, 1.5843)  -0.0349
H (1.0012, -1.5013, 0.7831)  0.0257
O (-0.4921, -2.4749, 1.8928)  -0.3702
S (-1.9464, -2.3621, 2.1584)  0.3455
O (-2.3515, -2.7695, 3.4823)  -0.3423
O (-2.3230, -0.8697, 1.9596)  -0.2384
O (-2.6368, -3.0943, 1.0619)  -0.3796

Properties
Spin multiplicity: 1
Kohn-Sham gap (eV): 7.7
Charge: -2